Entry 1:
Computed, not measured: a gas-phase ion, C6H9N2 (charge +1) at a distorted geometry, with ωB97M-V/def2-TZVPD.

The geometry in XYZ format:
```
17
Properties=species:S:1:pos:R:3:nbo_charge:R:1
C 0.44 -1.43 1.51 0.038
N -0.69 -0.94 1.87 -0.241
C -0.68 0.43 1.55 0.056
C -1.14 0.54 -0.03 -0.416
C -0.20 -0.19 -0.96 -0.404
C 1.32 -0.37 -0.52 -0.459
C 1.21 -0.42 0.89 0.351
N 0.68 0.78 1.31 -0.448
H 0.70 -2.39 1.60 0.233
H -1.44 0.94 2.10 0.271
H -1.35 1.61 -0.48 0.267
H -2.10 -0.15 -0.08 0.288
H -0.22 0.27 -1.96 0.272
H -0.46 -1.26 -1.03 0.228
H 1.84 0.32 -1.08 0.272
H 1.55 -1.36 -0.91 0.248
H 0.85 1.73 1.05 0.444
```

Properties
total charge: +1
E_tot: -343.1556 Ha
relative energy (zero: lowest compared OMol25 entry of this formula, charge and spin): 4.514 eV

***

Entry 2:
Computed, not measured: a single C3H3N3O2 molecule at a distorted geometry, with ωB97M-V/def2-TZVPD.

The geometry in XYZ format:
```
11
Properties=species:S:1:pos:R:3:nbo_charge:R:1
O -0.13 0.69 2.45 -0.476
C -0.64 0.34 1.43 0.918
O -1.98 -0.31 1.27 -0.696
N 0.03 0.24 0.22 -0.291
C -0.35 0.14 -1.00 0.154
N 0.77 -0.01 -1.72 -0.450
C 1.69 -0.28 -0.79 0.163
N 1.36 0.08 0.44 -0.226
H -1.94 -0.72 0.18 0.478
H -1.39 0.39 -1.44 0.241
H 2.58 -0.56 -1.04 0.186
```

Properties
E_tot: -430.7859 Ha
relative energy (zero: lowest compared OMol25 entry of this formula, charge and spin): 3.676 eV

***

Entry 3:
Computed, not measured: 2 unconnected molecules or ions with the total composition C6H12O at a distorted geometry, with ωB97M-V/def2-TZVPD.

The geometry in XYZ format:
```
19
Properties=species:S:1:pos:R:3:nbo_charge:R:1
C -0.85 -1.87 0.88 -0.648
C 0.39 -1.19 0.47 -0.192
C 0.70 0.04 0.85 -0.190
C -0.22 1.15 1.30 -0.668
H -1.52 -2.09 0.06 0.209
H -1.31 -1.23 1.64 0.207
H -0.54 -2.79 1.40 0.220
H 1.24 -1.77 0.09 0.188
H 1.73 0.02 1.20 0.205
H -1.27 1.06 0.97 0.209
H -0.20 1.13 2.39 0.218
H 0.07 2.18 1.01 0.221
C 1.22 1.04 -1.50 -0.484
C -0.05 0.90 -1.85 0.120
O -0.61 -0.31 -2.18 -0.681
H 1.85 0.17 -1.35 0.211
H 1.62 1.99 -1.16 0.212
H -0.68 1.77 -2.01 0.165
H -1.57 -0.17 -2.23 0.479
```

Properties
E_tot: -310.9455 Ha
relative energy (zero: lowest compared OMol25 entry of this formula, charge and spin): 3.096 eV

***

Entry 4:
Computed, not measured: a single C5H8O2 molecule, with ωB97M-V/def2-TZVPD.

The geometry in XYZ format:
```
15
Properties=species:S:1:pos:R:3:nbo_charge:R:1
O 1.23 -2.12 0.80 -0.655
C 0.70 -1.00 1.26 0.263
C 1.15 0.14 0.38 -0.586
C -0.07 0.76 -0.31 0.247
O 0.10 2.04 -0.83 -0.693
C -1.04 -0.17 -0.97 -0.458
C -1.35 0.44 0.38 -0.445
H 0.86 -2.82 1.36 0.501
H -1.18 -0.16 1.25 0.245
H 1.54 0.89 1.09 0.248
H 1.95 -0.14 -0.33 0.200
H 0.58 1.97 -1.67 0.469
H -1.57 0.24 -1.83 0.226
H -0.80 -1.23 -1.08 0.211
H -2.14 1.17 0.45 0.227
```

Properties
E_tot: -345.6608 Ha
relative energy (zero: lowest compared OMol25 entry of this formula, charge and spin): 3.922 eV

***

Entry 5:
Computed, not measured: a molecular structure, C37H61F3FeN8O13S3 at a distorted geometry, with ωB97M-V/def2-TZVPD.

The geometry in XYZ format:
```
126
Properties=species:S:1:pos:R:3:mulliken_spin:R:1
Fe 1.47 2.36 1.29 4.316
C -4.92 -2.29 1.14 0.000
O -3.61 -2.52 1.57 0.000
C -2.85 -1.32 1.57 -0.006
C -1.61 -1.57 2.42 0.016
N -0.71 -2.58 1.77 0.001
H -0.76 -2.34 0.77 0.000
H 0.26 -2.47 2.10 -0.001
C -1.12 -4.00 1.88 0.000
C -0.08 -4.88 1.22 0.000
O 1.16 -4.67 1.87 0.000
C 2.25 -5.26 1.15 0.000
H -5.48 -1.61 1.78 0.000
H -5.48 -3.23 1.21 0.000
H -4.99 -1.94 0.10 0.000
H -3.41 -0.54 2.09 -0.002
H -2.52 -1.00 0.58 0.000
H -1.93 -2.02 3.36 0.000
H -1.01 -0.67 2.54 -0.007
H -2.08 -4.07 1.36 0.000
H -1.24 -4.25 2.94 0.000
H -0.03 -4.56 0.17 0.000
H -0.45 -5.91 1.30 0.000
H 2.29 -4.84 0.14 0.000
H 2.06 -6.34 1.08 0.000
H 3.16 -5.08 1.70 0.000
S -0.10 0.75 -0.16 -0.002
O -0.20 1.37 1.23 0.088
O 1.27 1.32 -0.38 0.070
O -0.13 -0.69 -0.21 0.024
O -1.07 1.38 -1.06 0.008
S 0.44 4.53 2.28 0.001
O 1.08 5.78 2.60 0.016
O -0.97 4.41 2.61 0.012
O 0.72 4.12 0.85 0.155
O 1.17 3.36 2.87 0.179
C 1.63 0.24 4.85 0.000
F 1.55 -0.81 5.65 0.001
F 0.40 0.69 4.63 0.000
F 2.35 1.16 5.41 0.000
S 2.39 -0.32 3.25 0.020
O 1.57 -1.44 2.82 0.008
O 2.26 0.83 2.35 -0.021
O 3.75 -0.70 3.52 0.006
C 5.83 1.96 0.06 0.006
C 4.34 1.66 0.31 0.001
N 3.54 2.79 0.79 0.054
C 4.24 3.50 1.89 0.022
C 4.51 2.66 3.15 0.004
C 3.46 3.91 -0.25 0.001
C 2.96 3.51 -1.63 0.006
H 6.33 2.24 0.99 0.000
H 5.97 2.74 -0.69 0.000
H 6.26 1.01 -0.26 0.000
H 3.99 1.38 -0.68 0.004
H 4.24 0.81 0.97 0.012
H 5.16 3.98 1.57 -0.001
H 3.59 4.28 2.29 -0.002
H 3.59 2.54 3.70 0.003
H 4.98 1.71 2.87 0.000
H 5.17 3.14 3.88 0.000
H 4.50 4.24 -0.37 0.000
H 2.81 4.67 0.15 0.001
H 3.12 4.35 -2.31 0.000
H 1.91 3.25 -1.58 0.003
H 3.54 2.69 -2.06 0.000
N -1.50 -2.98 -1.72 0.000
C -0.67 -3.86 -2.36 0.000
C -1.14 -5.13 -2.14 0.000
C -2.24 -5.02 -1.25 0.000
C -2.47 -3.68 -1.02 0.000
H -1.34 -1.98 -1.71 0.001
H 0.11 -3.47 -2.98 0.000
H -0.71 -6.03 -2.53 0.000
H -2.82 -5.85 -0.87 0.000
H -3.24 -3.20 -0.44 0.000
N -3.02 2.19 1.89 -0.002
C -3.36 2.14 3.23 0.000
C -4.71 1.88 3.31 0.000
C -5.17 1.53 2.00 0.000
C -4.14 1.91 1.16 0.001
H -2.10 2.41 1.55 -0.005
H -2.58 2.29 3.95 0.000
H -5.30 1.93 4.21 0.000
H -6.14 1.15 1.73 0.000
H -4.09 1.96 0.09 0.000
N -4.35 -1.63 -2.41 0.000
C -5.55 -2.25 -2.21 0.000
C -6.46 -1.30 -1.86 0.000
C -5.80 -0.04 -1.87 0.000
C -4.50 -0.27 -2.25 0.000
H -3.50 -2.05 -2.74 0.000
H -5.72 -3.28 -2.49 0.000
H -7.51 -1.46 -1.67 0.000
H -6.22 0.94 -1.77 0.000
H -3.67 0.36 -2.49 0.000
N 3.50 -2.29 0.42 0.001
C 4.86 -2.19 0.29 0.000
C 5.11 -1.84 -1.01 0.000
C 3.87 -1.76 -1.69 0.000
C 2.89 -2.06 -0.78 0.006
H 3.04 -2.51 1.29 0.000
H 5.42 -2.43 1.18 0.000
H 6.08 -1.80 -1.47 0.000
H 3.80 -1.62 -2.75 0.000
H 1.83 -2.18 -0.86 -0.004
N -0.96 3.89 -2.43 0.001
C -0.71 5.13 -1.93 0.005
C -0.59 5.98 -3.02 0.000
C -0.67 5.20 -4.19 0.000
C -1.00 3.92 -3.79 0.000
H -0.93 2.98 -1.96 0.002
H -0.68 5.27 -0.87 -0.002
H -0.54 7.05 -2.94 0.000
H -0.38 5.43 -5.20 0.000
H -1.22 3.04 -4.37 0.000
N -0.72 0.11 -3.50 -0.001
C -1.47 -0.42 -4.52 0.000
C -0.64 -1.18 -5.31 0.000
C 0.64 -1.14 -4.73 0.001
C 0.58 -0.29 -3.65 0.000
H -1.07 0.60 -2.65 -0.003
H -2.50 -0.13 -4.62 0.000
H -0.99 -1.77 -6.15 0.000
H 1.52 -1.65 -5.08 0.000
H 1.34 0.09 -2.99 0.003
```

Properties
total charge: -1
E_tot: -5620.6855 Ha
multiplicity: 6

***

Entry 6:
Computed, not measured: a molecular structure, C8H20AgCl2O4 at a distorted geometry, with ωB97M-V/def2-TZVPD.

The geometry in XYZ format:
```
35
Properties=species:S:1:pos:R:3:nbo_charge:R:1
Ag 29.38 -28.61 -16.53 0.839
Cl 29.00 -30.08 -19.11 -0.944
Cl 28.11 -26.33 -17.72 -0.939
C 32.09 -27.44 -18.08 -0.262
O 31.56 -28.04 -16.94 -0.569
C 32.20 -29.31 -16.77 -0.099
C 31.80 -30.13 -15.54 -0.087
O 30.47 -30.67 -15.64 -0.541
C 30.03 -31.22 -14.39 -0.250
H 31.93 -28.05 -18.97 0.194
H 33.17 -27.28 -18.02 0.146
H 31.51 -26.54 -18.31 0.230
H 33.26 -29.12 -16.59 0.159
H 32.04 -29.84 -17.71 0.226
H 32.04 -29.64 -14.59 0.171
H 32.40 -31.04 -15.52 0.177
H 28.95 -31.33 -14.46 0.209
H 30.21 -30.58 -13.52 0.160
H 30.51 -32.18 -14.19 0.159
C 26.45 -29.60 -15.76 -0.246
O 27.62 -29.13 -15.14 -0.585
C 27.46 -27.92 -14.35 -0.096
C 28.65 -27.66 -13.48 -0.073
O 29.79 -27.63 -14.26 -0.549
C 30.99 -27.26 -13.61 -0.246
H 26.06 -29.00 -16.58 0.213
H 25.71 -29.78 -14.99 0.143
H 26.69 -30.60 -16.12 0.203
H 26.57 -27.92 -13.71 0.163
H 27.22 -27.07 -14.99 0.233
H 28.68 -28.31 -12.61 0.160
H 28.48 -26.63 -13.15 0.171
H 31.88 -27.40 -14.23 0.201
H 31.26 -27.85 -12.73 0.156
H 30.90 -26.22 -13.31 0.172
```

Properties
total charge: -1
E_tot: -1685.1100 Ha
relative energy (zero: lowest compared OMol25 entry of this formula, charge and spin): 1.030 eV

***

Entry 7:
Computed, not measured: a single C5H7N3 molecule at a distorted geometry, with ωB97M-V/def2-TZVPD.

The geometry in XYZ format:
```
15
Properties=species:S:1:pos:R:3:nbo_charge:R:1
N -2.90 0.21 0.30 -0.711
N -1.81 -0.82 -0.09 -0.285
C -0.61 -0.41 -0.07 0.138
C 0.45 -1.34 -0.05 -0.266
C 1.72 -1.10 0.08 -0.008
N 2.26 0.21 0.08 -0.608
C 1.17 1.18 0.04 0.032
C -0.15 0.96 -0.17 -0.324
H -3.04 1.05 -0.43 0.337
H -3.79 -0.29 0.34 0.362
H 0.05 -2.45 -0.16 0.244
H 2.50 -1.87 -0.11 0.212
H 3.30 0.47 0.73 0.430
H 1.62 2.26 -0.12 0.203
H -0.77 1.93 -0.34 0.243
```

Properties
E_tot: -358.8507 Ha
relative energy (zero: lowest compared OMol25 entry of this formula, charge and spin): 4.562 eV

***

Entry 8:
Computed, not measured: a molecular structure, C24H37IrN2O10S2Si at a distorted geometry, with ωB97M-V/def2-TZVPD.

The geometry in XYZ format:
```
77
Properties=species:S:1:pos:R:3:mulliken_spin:R:1
Ir 0.33 -1.79 0.84 0.151
O 2.60 -5.04 -3.38 0.000
C 1.29 -5.24 -3.31 0.000
O 0.71 -6.04 -3.98 0.000
C 0.53 -4.42 -2.31 -0.011
C -0.83 -4.54 -2.11 0.004
N -1.19 -3.67 -1.16 -0.005
N -0.13 -2.97 -0.74 0.025
C 0.92 -3.42 -1.42 0.007
C 2.21 -2.81 -1.01 -0.003
O 3.26 -3.08 -1.54 0.000
O 2.08 -1.95 -0.02 -0.008
H 2.93 -4.35 -2.77 0.000
H -1.55 -5.19 -2.60 0.000
H -2.11 -3.48 -0.79 -0.001
C 7.16 -2.90 2.42 0.000
C 5.67 -2.78 2.61 0.000
C 4.83 -3.85 2.32 0.000
C 3.46 -3.75 2.51 0.000
C 2.94 -2.56 3.00 0.000
C 3.76 -1.48 3.31 0.001
C 5.12 -1.60 3.11 0.001
S 1.22 -2.41 3.25 0.005
O 0.58 -3.32 2.21 -0.002
O 0.83 -2.63 4.59 -0.001
O 0.82 -1.04 2.68 0.017
H 7.41 -3.76 1.80 0.000
H 7.66 -3.03 3.38 0.000
H 7.56 -2.00 1.95 0.000
H 5.24 -4.77 1.93 0.000
H 2.81 -4.58 2.27 0.000
H 3.34 -0.56 3.69 0.000
H 5.77 -0.77 3.34 0.000
C -3.52 0.99 -3.90 0.000
C -3.41 0.80 -2.39 -0.028
C -4.62 1.38 -1.68 0.004
C -3.21 -0.66 -2.04 0.061
O -2.21 1.52 -2.01 -0.009
Si -1.46 1.88 -0.65 -0.034
S -0.12 0.05 -0.40 0.788
O -2.44 1.97 0.61 -0.014
C -2.31 2.16 2.05 0.000
C -3.18 3.35 2.39 0.001
C -2.82 0.89 2.69 0.001
C -0.86 2.42 2.43 -0.013
O -0.28 2.93 -0.80 0.062
C -0.16 4.26 -1.40 0.005
C 0.32 5.18 -0.29 0.001
C 0.87 4.14 -2.51 -0.001
C -1.51 4.71 -1.94 0.000
H -4.39 0.46 -4.28 0.000
H -2.63 0.61 -4.39 0.000
H -3.63 2.05 -4.14 0.000
H -5.53 0.90 -2.05 -0.001
H -4.70 2.45 -1.87 0.000
H -4.56 1.23 -0.60 0.000
H -4.06 -1.26 -2.37 -0.001
H -3.12 -0.77 -0.95 -0.001
H -2.31 -1.05 -2.51 -0.018
H -4.21 3.17 2.07 0.000
H -2.81 4.25 1.90 0.000
H -3.18 3.52 3.47 0.000
H -3.84 0.69 2.38 0.000
H -2.80 0.97 3.78 0.000
H -2.19 0.04 2.40 -0.001
H -0.47 3.31 1.93 0.000
H -0.22 1.57 2.17 0.017
H -0.79 2.57 3.50 0.000
H 1.24 4.80 0.15 0.000
H -0.43 5.27 0.49 0.000
H 0.52 6.18 -0.69 0.000
H 1.82 3.81 -2.11 0.000
H 1.01 5.11 -3.00 0.000
H 0.53 3.42 -3.26 0.000
H -2.26 4.71 -1.14 0.000
H -1.85 4.05 -2.74 0.000
H -1.44 5.72 -2.32 0.001
```

Properties
total charge: +1
E_tot: -2988.7865 Ha
relative energy (zero: lowest compared OMol25 entry of this formula, charge and spin): 1.314 eV
multiplicity: 2